ORCA calculation (ωB97M-V/def2-TZVPD) on a cluster of 2 separate species, C18H12Cl2FN3O4 in total in a non-equilibrium geometry.

Each line ends with the natural charge from an NBO analysis.
Geometry (Å):
H 0.04342 -6.07544 -3.83780  0.23
H -2.42535 -0.94221 1.28883  0.24
H 3.04783 2.98071 -1.08156  0.26
C 0.03479 -5.25751 -3.11821  -0.15
O -6.08849 2.09158 0.79911  -0.37
Cl 2.53809 -2.88795 -1.07189  0.04
C 1.15260 -3.72615 -1.62252  0.18
H 0.04161 -0.52036 1.91336  0.18
F -0.04244 -0.51968 -0.10482  -0.35
H -2.68458 3.95096 0.36063  0.26
H -4.66320 0.18831 1.15585  0.26
C 3.52936 1.29835 1.89879  -0.17
C 1.30186 0.94625 1.03632  -0.05
C 2.30103 0.66002 1.97785  -0.19
C 3.76388 2.15130 0.80099  0.02
C -2.49257 0.14405 1.19734  -0.18
O 5.10796 3.71656 -0.20344  -0.38
C -3.77814 2.11763 0.73854  0.02
C 1.59179 1.70992 -0.10342  -0.16
C 1.22392 -4.70281 -2.63031  -0.27
H 2.11801 -0.10882 2.72637  0.23
C -1.11940 -3.75021 -1.62895  0.18
N 0.01217 -3.39584 -1.03958  -0.44
C -1.16387 -4.72569 -2.63534  -0.28
H 0.88854 1.74043 -0.93644  0.23
C -3.72929 0.73840 1.04222  -0.17
H 2.20539 -5.00569 -2.95733  0.23
N 4.94315 2.94838 0.77523  0.50
C -2.60766 2.88724 0.59673  -0.18
C -1.38348 2.27350 0.78210  -0.15
H 4.30401 1.18091 2.65605  0.26
C -0.00257 0.20270 1.07702  0.17
N -5.04160 2.76250 0.63476  0.50
O 5.75832 2.86118 1.72267  -0.37
C -1.31896 0.91592 1.11367  -0.04
H -0.47120 2.81823 0.57710  0.22
C 2.82185 2.33091 -0.23307  -0.18
H -2.13925 -5.04666 -2.96670  0.23
O -5.04871 3.99401 0.38680  -0.38
Cl -2.52880 -2.94493 -1.08690  0.03

Cartesian forces (eV/Å) of the 3 atoms listed first:
0.0 0.3 0.1
0.1 0.4 0.3
0.0 -0.4 0.4

Calculated values
Strongest force on any atom ... 0.0688 Eh/bohr
Energy above the lowest of the compared OMol25 structures with the same formula, charge and spin ... 0.0 kcal/mol
HOMO level ... -9.62 eV
Total charge ... 0
LUMO level ... -1.21 eV
Energy ... -2178.4041 a.u.
HOMO-LUMO gap ... 8.41 eV

=====

ORCA calculation (ωB97M-V/def2-TZVPD) on a structure of composition C18H12Cl3GeN4O2Rh in a non-equilibrium geometry.

Each line ends with the Mulliken spin population.
Geometry (Å):
C 2.59002 -2.11825 -1.76591  0.00
Rh -0.20885 0.47539 0.40567  0.01
H 0.79109 4.33164 -4.36323  0.00
C -0.09964 -1.89533 2.26791  -0.05
C 1.61896 -1.53736 -0.90425  0.17
C 0.65909 3.70007 -3.49501  0.00
H -3.43050 -0.61238 5.21366  0.00
H 1.65923 -3.87725 1.59642  0.00
C -2.85942 -0.40561 4.31807  0.00
C 0.37374 4.25203 -2.25651  0.00
H 0.98288 1.82073 -4.53984  0.00
H 0.27809 5.32083 -2.12553  0.00
N -1.44036 0.09171 2.00809  -0.01
H 3.90636 -3.74420 -2.06039  0.00
C 0.77438 2.32165 -3.60436  0.00
C -2.37435 0.95757 2.42754  0.01
C 0.61725 1.56746 -2.46243  -0.03
C 0.82037 0.09782 -2.46653  -0.01
N 0.32320 2.09155 -1.27814  0.02
C -1.17187 -0.98813 2.74771  0.02
H 2.86127 -1.61065 -2.67773  0.00
C -3.11190 0.73200 3.56994  0.00
O 0.22607 -2.86830 2.89842  0.07
Cl -4.28578 0.22261 -0.22252  0.02
H -0.05358 3.79644 -0.18832  0.00
C -1.85731 -1.26873 3.90907  0.00
Cl 0.56123 2.14131 1.74263  -0.08
H 3.27477 -4.88185 0.06410  0.01
H -1.58245 -2.15637 4.46058  0.00
N 0.40117 -1.45461 1.06331  0.18
H -3.87363 1.44071 3.86163  0.00
C 3.16418 -3.29467 -1.41519  0.06
O 0.83949 -0.55777 -3.47263  0.05
H -2.53129 1.83882 1.82615  0.00
C 1.91325 -3.38828 0.67220  -0.06
C 1.31329 -2.14458 0.34464  0.24
N 0.95770 -0.39434 -1.15906  0.17
C 0.18978 3.41208 -1.16964  0.00
Ge -2.32368 0.68795 -0.91376  0.06
C 2.80610 -3.94117 -0.19239  0.13
Cl -2.69835 1.83947 -2.66436  0.02

Cartesian forces (eV/Å) of the 3 atoms listed first:
-0.2 0.2 -0.1
1.4 -2.4 -1.7
0.0 0.0 0.0

Calculated values
Strongest force on any atom ... 0.0644 Eh/bohr
Energy above the lowest of the compared OMol25 structures with the same formula, charge and spin ... 62.1 kcal/mol
HOMO level (spin up / spin down) ... -11.16 / -11.98 eV
⟨S²⟩ ... 1.00
Total charge ... +1
LUMO level (spin up / spin down) ... -5.23 / -5.61 eV
Energy ... -4630.5408 a.u.
2S+1 ... 2
HOMO-LUMO gap (spin up / spin down) ... 5.93 / 6.36 eV

=====

ORCA calculation (ωB97M-V/def2-TZVPD) on a structure of composition C18H12F5KN4O3Te in a non-equilibrium geometry.

Each line ends with the natural charge from an NBO analysis.
Geometry (Å):
K 0.11485 0.64949 0.57340  0.92
C -2.89000 -1.30824 0.50411  0.56
N -2.25946 0.46967 2.14320  -0.44
C -2.43451 1.04882 3.32788  0.03
C -1.01193 -4.53321 -1.61914  -0.27
C -0.00997 -4.16826 -2.50683  -0.27
C -3.43183 0.69741 4.22253  -0.30
C 2.01440 3.14232 -1.22354  0.03
C -3.09747 -0.50493 1.78132  0.17
C 3.38571 2.72145 -3.11644  -0.19
O 1.10739 2.28426 1.86905  -1.16
H -5.12679 -0.60101 4.50227  0.19
H 1.74663 3.73727 -0.35645  0.20
H -1.35524 -5.56195 -1.56555  0.18
O -3.89713 -1.89866 0.04997  -0.76
F 4.59073 1.47076 2.66225  -0.64
N 0.34044 -0.55390 -1.72528  -0.68
C 1.52856 1.32274 -2.52396  0.18
F 2.88047 2.67710 3.93085  -0.65
F 3.64224 3.45499 1.53823  -0.64
C -4.16733 -0.88549 2.60047  -0.24
H 1.17673 -2.55256 -3.26137  0.21
N 1.24793 2.08018 -1.46082  -0.45
N -1.63490 -1.30740 0.10809  -0.69
F 2.50298 0.21348 3.06571  -0.64
F 3.33542 0.96993 0.63066  -0.62
H -3.50340 1.17961 5.18918  0.20
O 0.62476 -0.25887 -4.02787  -0.75
C -0.14828 -1.85342 -1.74365  0.11
C 2.57826 1.63563 -3.39173  -0.24
C 0.74165 0.05457 -2.82167  0.57
C 0.40195 -2.84607 -2.56498  -0.23
C -1.16652 -2.23171 -0.82185  0.22
C -4.32597 -0.29551 3.83785  -0.19
Te 2.77404 1.88199 2.18707  3.38
H -2.36191 -3.84634 -0.10476  0.21
H 2.73225 1.00112 -4.25304  0.23
C -1.57949 -3.56957 -0.79952  -0.27
H -4.82931 -1.65555 2.23080  0.24
H -1.72904 1.83814 3.57471  0.19
H 4.22818 2.96358 -3.75531  0.19
C 3.10238 3.49978 -2.00152  -0.28
H 0.44595 -4.90888 -3.15701  0.18
H 3.71657 4.34722 -1.72731  0.20

Cartesian forces (eV/Å) of the 3 atoms listed first:
-1.0 -1.1 -0.7
0.4 -0.1 -0.3
0.0 -0.1 0.0

Calculated values
Strongest force on any atom ... 0.0959 Eh/bohr
Energy above the lowest of the compared OMol25 structures with the same formula, charge and spin ... 0.0 kcal/mol
HOMO level ... -1.06 eV
Total charge ... -2
LUMO level ... 4.24 eV
Energy ... -2505.3379 a.u.
HOMO-LUMO gap ... 5.30 eV

=====

ORCA calculation (ωB97M-V/def2-TZVPD) on a structure of composition C18H12IrN5O3SSe in a non-equilibrium geometry.

Each line ends with the Mulliken spin population.
Geometry (Å):
C 4.04654 1.30616 -2.91511  0.00
H 3.40767 2.83265 -4.27902  0.00
N 1.98018 -0.14247 -0.17242  0.02
C -0.84715 2.24456 -1.50425  0.01
N 0.25768 1.54196 -1.15747  0.02
H 4.40618 -0.21624 -1.43181  0.00
H -4.87527 0.93958 1.69384  0.00
N -1.75737 1.09603 0.46247  -0.01
S -3.68266 -2.32802 0.37329  0.24
Ir 0.13373 0.26916 0.31994  0.62
C -2.79232 0.80423 1.25305  0.01
C 1.70856 -1.77989 1.48418  -0.01
H -3.37828 2.98219 -1.78275  0.00
C -3.26287 2.37323 -0.89643  0.01
C -4.08080 1.24375 1.02786  -0.01
N 0.51825 -1.17374 1.74866  0.00
H 1.45291 -4.51935 3.45639  0.00
C -4.32809 2.03657 -0.08612  0.00
C 1.21106 -3.57077 2.99527  0.00
C 2.06736 -2.96921 2.09427  0.01
O 3.76069 -1.54860 0.29611  0.02
C 0.00977 -2.93844 3.28354  0.00
C 2.61132 -1.15178 0.47219  0.04
C 3.71018 0.50000 -1.83998  0.01
Se -1.09316 -1.83189 -1.04862  0.00
C 2.44236 0.59440 -1.26314  0.01
C -1.99144 1.90429 -0.60849  0.02
H 1.13529 3.00567 -3.29863  0.00
H -2.57936 0.16222 2.09511  -0.01
H 5.03669 1.23220 -3.34948  0.00
O -4.14583 -2.42999 1.78125  0.12
H 3.02139 -3.40218 1.82645  0.00
C 1.86044 2.31836 -2.89301  0.00
H -0.69849 -3.36092 3.98158  0.00
O -0.95969 3.06363 -2.41368  0.02
H -5.33341 2.36389 -0.31582  0.00
C 3.12936 2.20806 -3.43844  0.00
H -1.21992 -1.25030 2.83847  0.00
C -0.28674 -1.75363 2.64058  -0.02
N -2.09038 -2.18071 0.37295  -0.12
C 1.49564 1.52535 -1.80280  -0.01

Cartesian forces (eV/Å) of the 3 atoms listed first:
0.0 0.2 -0.2
0.0 0.0 0.0
0.7 -0.9 0.5

Calculated values
Strongest force on any atom ... 0.0563 Eh/bohr
Energy above the lowest of the compared OMol25 structures with the same formula, charge and spin ... 29.3 kcal/mol
HOMO level (spin up / spin down) ... -3.46 / -4.08 eV
⟨S²⟩ ... 0.86
Total charge ... -1
LUMO level (spin up / spin down) ... 2.37 / 2.31 eV
Energy ... -4096.7149 a.u.
2S+1 ... 2
HOMO-LUMO gap (spin up / spin down) ... 5.84 / 6.39 eV